1.
ORCA calculation (ωB97M-V/def2-TZVPD) on the molecule C2H3N3OS at a distorted geometry.

Cartesian coordinates (Å):
1 C 0.842 1.347 1.175
2 C -0.107 -0.574 0.899
3 H -1.812 0.071 -1.533
4 H 1.446 1.583 -0.766
5 H 1.301 2.210 1.673
6 N 0.252 -0.050 -0.393
7 N 0.700 1.276 -0.180
8 N 0.361 0.341 1.847
9 O -0.727 -1.591 1.051
10 S -0.545 -0.422 -1.822

frontier orbital gap	10.1	eV
SMILES	O=c1nc[nH]n1S

---

2.
ORCA calculation (ωB97M-V/def2-TZVPD) on a structure of composition C30H17N3O11V.

Cartesian coordinates (Å):
1 V 1.011 -0.407 0.425
2 O 4.413 -0.383 -1.654
3 C 3.512 0.110 -1.029
4 O 2.446 -0.606 -0.663
5 C 3.519 1.554 -0.644
6 C 4.558 2.334 -1.119
7 C 4.602 3.679 -0.805
8 C 3.635 4.271 -0.014
9 C 2.618 3.487 0.480
10 C 2.509 2.113 0.167
11 O 1.507 1.402 0.583
12 N 1.639 4.141 1.358
13 O 1.421 5.322 1.156
14 O 1.133 3.482 2.239
15 N 5.701 4.505 -1.313
16 O 6.540 3.964 -2.003
17 O 5.712 5.681 -1.004
18 H 5.320 1.879 -1.734
19 H 3.674 5.323 0.222
20 O -4.217 -3.952 -3.334
21 C -4.776 -3.374 -2.384
22 O -5.925 -2.904 -2.281
23 C -3.875 -3.139 -1.146
24 C -4.365 -2.534 0.000
25 C -3.492 -2.205 1.030
26 N -2.177 -2.389 0.962
27 C -1.721 -2.998 -0.137
28 C -2.516 -3.426 -1.185
29 C -0.241 -3.105 -0.279
30 O 0.375 -3.935 -0.869
31 O 0.415 -2.037 0.302
32 H -5.420 -2.297 0.046
33 H -3.859 -1.731 1.935
34 H -2.099 -3.904 -2.060
35 C -2.587 -1.166 -3.815
36 C -1.208 -1.397 -3.628
37 C -0.561 -0.918 -2.524
38 C -1.269 -0.180 -1.544
39 C -0.700 0.251 -0.317
40 C -1.397 0.991 0.596
41 C -2.740 1.341 0.325
42 C -3.346 0.886 -0.809
43 C -2.639 0.112 -1.764
44 C -3.280 -0.411 -2.913
45 H -3.103 -1.622 -4.648
46 H -0.664 -1.991 -4.351
47 H 0.494 -1.127 -2.384
48 H -0.934 1.336 1.514
49 H -3.283 1.948 1.037
50 H -4.389 1.109 -1.002
51 H -4.345 -0.252 -3.034
52 C 1.378 -0.693 5.157
53 C 2.397 -0.080 4.439
54 C 2.308 0.018 3.059
55 C 1.207 -0.521 2.402
56 C 0.188 -1.150 3.112
57 C 0.277 -1.220 4.497
58 H 1.444 -0.759 6.236
59 H 3.254 0.333 4.955
60 H 3.093 0.522 2.508
61 H -0.660 -1.583 2.591
62 H -0.514 -1.701 5.058

frontier orbital gap	5.9	eV
net charge	-1

---

3.
ORCA calculation (ωB97M-V/def2-TZVPD) on a cluster of 7 separate species, C44H47ClN6O13P in total.

Cartesian coordinates (Å):
1 C 0.606 -2.653 3.553
2 C 1.137 -3.892 2.825
3 C 2.532 -3.604 2.257
4 C 0.210 -4.344 1.681
5 C -1.197 -4.788 2.156
6 P -2.600 -3.730 1.779
7 C -3.786 -3.852 3.108
8 C -2.242 -1.972 1.542
9 C -1.742 -1.622 0.151
10 O -0.605 -1.495 -0.171
11 Cl -3.063 -1.509 -1.030
12 H 0.548 -1.813 2.847
13 H 1.264 -2.356 4.371
14 H -0.401 -2.820 3.966
15 H 1.197 -4.720 3.545
16 H 2.463 -2.798 1.516
17 H 3.206 -3.257 3.048
18 H 2.980 -4.487 1.794
19 H 0.169 -3.573 0.905
20 H 0.677 -5.219 1.214
21 H -1.220 -4.976 3.239
22 H -1.463 -5.742 1.679
23 H -3.214 -4.181 0.612
24 H -4.055 -4.900 3.242
25 H -4.663 -3.228 2.929
26 H -3.263 -3.528 4.017
27 H -1.528 -1.620 2.290
28 H -3.200 -1.460 1.696
29 C -1.743 1.798 -2.405
30 C -2.311 2.926 -2.982
31 C -1.874 4.189 -2.614
32 C -0.875 4.291 -1.666
33 C -0.293 3.183 -1.076
34 C -0.734 1.926 -1.456
35 N -0.402 5.629 -1.272
36 O -0.925 6.594 -1.786
37 O 0.499 5.684 -0.457
38 H -2.079 0.815 -2.706
39 H -3.096 2.831 -3.720
40 H -2.312 5.071 -3.054
41 H 0.487 3.303 -0.339
42 H -0.281 1.046 -1.018
43 C -6.429 -4.259 -2.759
44 C -7.020 -5.516 -2.755
45 C -7.025 -6.290 -1.603
46 C -6.438 -5.773 -0.464
47 C -5.875 -4.513 -0.439
48 C -5.856 -3.759 -1.597
49 N -6.377 -6.583 0.762
50 O -6.868 -7.683 0.743
51 O -5.808 -6.093 1.728
52 H -6.417 -3.670 -3.666
53 H -7.470 -5.906 -3.658
54 H -7.462 -7.277 -1.594
55 H -5.453 -4.134 0.477
56 H -5.357 -2.801 -1.552
57 C 3.353 5.790 -1.946
58 C 4.187 6.739 -2.523
59 C 5.522 6.444 -2.755
60 C 5.990 5.190 -2.407
61 C 5.179 4.228 -1.835
62 C 3.851 4.541 -1.601
63 N 7.403 4.861 -2.651
64 O 8.121 5.728 -3.105
65 O 7.773 3.736 -2.376
66 H 2.312 6.015 -1.764
67 H 3.800 7.713 -2.789
68 H 6.187 7.171 -3.197
69 H 5.582 3.262 -1.573
70 H 3.199 3.805 -1.148
71 C -4.276 10.694 -3.691
72 C -5.301 10.294 -4.538
73 C -5.554 8.947 -4.736
74 C -4.766 8.025 -4.070
75 C -3.738 8.398 -3.223
76 C -3.495 9.749 -3.037
77 N -5.033 6.592 -4.273
78 O -5.911 6.276 -5.044
79 O -4.349 5.799 -3.650
80 H -4.083 11.748 -3.540
81 H -5.905 11.032 -5.047
82 H -6.344 8.617 -5.392
83 H -3.136 7.653 -2.724
84 H -2.694 10.062 -2.382
85 C 12.192 4.289 -1.297
86 C 10.846 4.019 -1.087
87 C 10.465 3.112 -0.111
88 C 11.447 2.494 0.639
89 C 12.793 2.748 0.450
90 C 13.162 3.655 -0.531
91 N 11.045 1.532 1.680
92 O 9.858 1.309 1.814
93 O 11.920 1.018 2.344
94 H 12.485 4.996 -2.061
95 H 10.092 4.504 -1.689
96 H 9.423 2.887 0.059
97 H 13.534 2.245 1.054
98 H 14.210 3.865 -0.697
99 C -3.974 -10.385 4.351
100 C -4.465 -9.176 3.874
101 C -3.876 -7.987 4.269
102 C -2.801 -8.034 5.139
103 C -2.302 -9.226 5.631
104 C -2.898 -10.409 5.228
105 N -2.160 -6.782 5.570
106 O -2.578 -5.719 5.125
107 O -1.240 -6.859 6.348
108 H -4.438 -11.313 4.042
109 H -5.313 -9.157 3.204
110 H -4.266 -7.043 3.924
111 H -1.467 -9.229 6.316
112 H -2.523 -11.351 5.603

frontier orbital gap	7.4	eV
net charge	+1